P.
Density functional theory data (the ωB97M-V functional and the def2-TZVPD basis) for a single H3NOS molecule.

XYZ file:
```
6
Properties=species:S:1:pos:R:3
N -0.661 -0.043 0.295
O 0.654 -0.749 0.182
S 2.008 0.304 -0.022
H -0.476 0.337 1.189
H -1.300 -0.832 0.348
H 2.136 0.339 -1.374
```

Values from the calculation:
LUMO level (eV): 0.479
Orbital gap (eV): 10.09
SMILES string: NOS
HOMO energy (Eh): -0.3531



Q.
Density functional theory data (the ωB97M-V functional and the def2-TZVPD basis) for a single H3NOS molecule.

XYZ file:
```
6
Properties=species:S:1:pos:R:3
N 0.362 -0.267 -0.250
S -1.100 -0.821 0.041
O -1.721 0.779 -0.154
H 0.720 -0.524 -1.131
H 1.019 -0.360 0.521
H -2.514 0.896 0.356
```

Values from the calculation:
LUMO level (eV): 0.736
Orbital gap (eV): 9.20
SMILES string: NSO
HOMO energy (Eh): -0.3111



Energies relative to the most stable structure, in kJ/mol: P 161.8; Q 0.0.



P.
Density functional theory data (the ωB97M-V functional and the def2-TZVPD basis) for a molecular structure, C43H51BiBr2I2N7O5Si.

XYZ file:
```
112
Properties=species:S:1:pos:R:3
Bi -0.337 -0.292 -0.384
I 2.235 6.957 -1.146
C 2.079 4.897 -1.487
C 3.146 4.060 -1.194
C 3.014 2.700 -1.402
I 4.621 1.449 -0.950
C 1.814 2.078 -1.856
O 1.673 0.820 -1.994
C 0.762 2.999 -2.163
C -0.542 2.427 -2.619
N -1.409 1.977 -1.500
C -1.813 3.081 -0.646
C -0.838 3.306 0.490
C -0.998 4.393 1.343
C -0.018 4.645 2.284
C 1.089 3.810 2.346
C 1.132 2.725 1.490
N 0.183 2.468 0.594
C 0.900 4.362 -1.987
H 4.074 4.461 -0.809
H -1.082 3.184 -3.204
H -0.368 1.558 -3.246
H -2.216 1.530 -1.921
H -1.853 4.013 -1.227
H -2.814 2.913 -0.243
H -1.859 5.044 1.244
H -0.107 5.491 2.954
H 1.890 3.988 3.050
H 1.964 2.027 1.501
H 0.071 5.017 -2.235
Br -1.164 -0.069 -5.592
C -0.107 -1.314 -4.641
C 0.698 -2.211 -5.361
C 1.430 -3.163 -4.716
Br 2.476 -4.372 -5.743
C 1.387 -3.276 -3.306
C 2.033 -4.273 -2.542
C 1.841 -4.328 -1.193
C 1.041 -3.356 -0.572
N 0.480 -2.382 -1.248
C 0.605 -2.340 -2.603
C -0.177 -1.327 -3.258
O -0.936 -0.548 -2.556
H 0.724 -2.147 -6.439
H 2.668 -4.994 -3.039
H 2.309 -5.090 -0.585
H 0.861 -3.384 0.495
C 1.169 -0.021 8.116
C 2.202 -0.350 7.044
C 2.916 0.909 6.561
C 1.593 -1.131 5.880
N 0.558 -0.405 5.167
C 0.655 0.392 4.104
N -0.541 0.791 3.760
N -1.383 0.219 4.651
N -0.736 -0.496 5.500
H 1.654 0.423 8.987
H 0.629 -0.912 8.440
H 0.430 0.689 7.740
H 2.949 -1.024 7.476
H 2.205 1.617 6.129
H 3.670 0.680 5.804
H 3.415 1.411 7.392
H 1.139 -2.057 6.228
H 2.360 -1.385 5.148
H 1.574 0.603 3.585
C -2.462 -2.746 1.631
Si -2.776 -1.545 0.212
C -3.605 -2.601 -1.195
C -4.903 -3.240 -0.687
C -3.929 -1.828 -2.484
C -2.650 -3.740 -1.580
C -3.968 -0.202 0.939
C -4.695 0.577 -0.162
C -3.125 0.770 1.777
C -5.019 -0.791 1.892
H -3.405 -3.111 2.044
H -1.886 -2.279 2.433
H -1.881 -3.613 1.306
H -5.665 -2.495 -0.458
H -4.744 -3.851 0.205
H -5.313 -3.893 -1.468
H -4.781 -1.161 -2.356
H -4.194 -2.539 -3.276
H -3.084 -1.236 -2.836
H -2.370 -4.359 -0.725
H -1.738 -3.364 -2.044
H -3.143 -4.390 -2.313
H -4.017 0.941 -0.939
H -5.203 1.447 0.274
H -5.455 -0.031 -0.654
H -2.231 1.128 1.266
H -2.788 0.309 2.707
H -3.718 1.656 2.043
H -5.661 -1.533 1.418
H -5.663 0.016 2.265
H -4.547 -1.257 2.758
O 3.720 -1.856 0.532
C 3.741 -2.714 1.560
C 4.889 -3.495 1.730
C 4.963 -4.407 2.763
C 3.894 -4.571 3.644
C 2.756 -3.807 3.464
C 2.659 -2.868 2.437
C 1.375 -2.088 2.273
O 0.400 -2.413 2.950
O 1.390 -1.139 1.400
H 2.878 -1.337 0.605
H 5.708 -3.356 1.036
H 5.861 -5.002 2.885
H 3.950 -5.294 4.448
H 1.892 -3.924 4.106
```

Values from the calculation:
Charge: -1
LUMO level (eV): 1.881
Orbital gap (eV): 6.19
HOMO energy (Eh): -0.1583



Q.
Density functional theory data (the ωB97M-V functional and the def2-TZVPD basis) for a molecular structure, C43H51BiBr2I2N7O5Si.

XYZ file:
```
112
Properties=species:S:1:pos:R:3
Bi -0.279 0.832 0.139
I -4.485 -6.145 0.994
C -3.243 -4.455 1.345
C -3.227 -3.840 2.587
C -2.365 -2.792 2.773
I -2.246 -1.787 4.633
C -1.465 -2.284 1.790
O -0.639 -1.375 2.050
C -1.591 -2.921 0.513
C -0.781 -2.406 -0.636
N -1.326 -1.160 -1.185
C -2.756 -1.137 -1.343
C -3.433 -0.500 -0.159
C -4.764 -0.794 0.116
C -5.400 -0.137 1.155
C -4.673 0.780 1.902
C -3.351 1.003 1.560
N -2.752 0.390 0.551
C -2.448 -3.983 0.318
H -3.865 -4.174 3.391
H -0.745 -3.174 -1.425
H 0.239 -2.181 -0.318
H -0.834 -0.948 -2.042
H -3.173 -2.145 -1.477
H -3.012 -0.540 -2.224
H -5.292 -1.505 -0.505
H -6.440 -0.338 1.377
H -5.125 1.322 2.718
H -2.744 1.712 2.097
H -2.485 -4.454 -0.658
Br -2.226 3.620 4.218
C -0.486 2.870 4.159
C 0.290 2.884 5.308
C 1.541 2.322 5.290
Br 2.579 2.386 6.892
C 2.066 1.740 4.123
C 3.322 1.107 4.018
C 3.730 0.624 2.801
C 2.896 0.779 1.686
N 1.719 1.339 1.766
C 1.274 1.790 2.943
C -0.054 2.331 2.946
O -0.785 2.338 1.889
H -0.098 3.333 6.209
H 3.945 0.992 4.896
H 4.686 0.135 2.685
H 3.200 0.439 0.709
C 1.087 -6.289 0.678
C 1.367 -6.057 2.161
C 0.147 -5.465 2.859
C 2.616 -5.178 2.375
N 2.738 -4.068 1.473
C 2.188 -2.832 1.449
N 2.720 -2.169 0.454
N 3.581 -2.992 -0.128
N 3.607 -4.115 0.456
H 0.346 -7.078 0.560
H 1.996 -6.580 0.155
H 0.691 -5.384 0.219
H 1.591 -7.023 2.629
H -0.105 -4.492 2.442
H 0.336 -5.356 3.926
H -0.712 -6.121 2.730
H 3.511 -5.784 2.209
H 2.624 -4.799 3.401
H 1.444 -2.445 2.112
C -3.089 2.662 -1.607
Si -1.148 2.691 -1.519
C -0.657 2.490 -3.433
C -1.637 3.189 -4.379
C 0.754 3.011 -3.727
C -0.685 1.002 -3.796
C -0.781 4.497 -0.839
C -0.947 5.605 -1.883
C -1.768 4.802 0.292
C 0.634 4.558 -0.256
H -3.494 3.493 -2.177
H -3.510 2.721 -0.609
H -3.462 1.748 -2.060
H -1.721 4.245 -4.150
H -2.626 2.751 -4.300
H -1.300 3.080 -5.410
H 0.762 4.096 -3.789
H 1.112 2.625 -4.683
H 1.457 2.704 -2.961
H -1.676 0.579 -3.641
H 0.031 0.450 -3.201
H -0.422 0.858 -4.845
H -1.941 5.565 -2.322
H -0.210 5.518 -2.675
H -0.825 6.581 -1.412
H -2.781 4.897 -0.089
H -1.504 5.737 0.784
H -1.752 4.013 1.033
H 1.382 4.250 -0.981
H 0.708 3.891 0.599
H 0.866 5.572 0.074
O 2.414 -1.747 -3.542
C 3.317 -0.758 -3.486
C 4.400 -0.771 -4.366
C 5.349 0.228 -4.323
C 5.243 1.270 -3.412
C 4.165 1.308 -2.555
C 3.200 0.308 -2.580
C 2.020 0.425 -1.691
O 1.848 1.472 -1.028
O 1.164 -0.501 -1.678
H 1.769 -1.555 -2.810
H 4.476 -1.579 -5.076
H 6.185 0.195 -5.006
H 5.991 2.047 -3.372
H 4.023 2.111 -1.846
```

Values from the calculation:
Charge: -1
LUMO level (eV): 1.985
Orbital gap (eV): 6.77
HOMO energy (Eh): -0.1758



Energies relative to the most stable structure, in kJ/mol: P 39.3; Q 0.0.



P.
Density functional theory data (the ωB97M-V functional and the def2-TZVPD basis) for 11 unconnected molecules or ions with the total composition C29H80O11.

XYZ file:
```
120
Properties=species:S:1:pos:R:3
C 1.050 4.210 1.707
C -0.184 3.548 2.244
C -0.994 4.494 3.119
O -1.041 3.092 1.168
H 1.656 4.579 2.539
H 0.840 5.020 1.009
H 1.708 3.487 1.212
H 0.077 2.677 2.853
H -1.936 4.016 3.404
H -1.260 5.375 2.528
H -0.506 4.772 4.051
H -0.681 3.449 0.340
C -4.749 2.309 1.297
C -4.252 1.282 2.319
C -4.360 -0.149 1.832
O -2.868 1.523 2.641
H -3.975 2.588 0.572
H -4.983 3.252 1.796
H -5.591 1.909 0.733
H -4.812 1.444 3.245
H -3.660 -0.259 0.993
H -5.334 -0.405 1.423
H -3.993 -0.817 2.611
H -2.533 2.306 2.185
C 2.599 -2.993 3.376
C 3.036 -2.866 1.926
C 4.465 -2.349 1.869
O 3.016 -4.162 1.321
H 3.341 -3.567 3.937
H 1.620 -3.463 3.462
H 2.603 -2.022 3.881
H 2.410 -2.120 1.423
H 4.468 -1.355 2.329
H 4.766 -2.199 0.830
H 5.169 -2.962 2.426
H 2.098 -4.320 1.058
C -1.885 -3.288 -0.239
C -1.334 -4.012 0.975
C -2.407 -4.784 1.742
O -0.224 -4.845 0.637
H -1.121 -2.679 -0.722
H -2.715 -2.647 0.059
H -2.246 -4.017 -0.972
H -0.915 -3.282 1.673
H -2.806 -5.644 1.209
H -3.239 -4.093 1.929
H -2.052 -5.031 2.741
H -0.381 -5.440 -0.102
C -0.564 0.352 -0.593
C 0.338 -0.452 0.326
C 1.763 -0.378 -0.219
O 0.353 0.215 1.601
H -0.618 -0.094 -1.596
H -0.158 1.347 -0.794
H -1.578 0.456 -0.207
H -0.076 -1.453 0.436
H 1.752 -0.240 -1.304
H 2.339 -1.253 0.071
H 2.173 0.561 0.147
H -0.031 1.101 1.502
C 3.128 -0.416 -5.557
C 3.913 0.644 -4.805
C 3.958 1.950 -5.558
O 3.174 0.862 -3.586
H 2.076 -0.141 -5.628
H 3.214 -1.405 -5.102
H 3.484 -0.575 -6.584
H 4.903 0.259 -4.549
H 4.283 1.839 -6.594
H 4.680 2.642 -5.116
H 2.967 2.403 -5.554
H 3.384 0.084 -3.055
C 1.205 -2.689 -3.255
C 1.752 -3.410 -2.062
C 1.830 -4.910 -2.310
O 3.048 -2.881 -1.752
H 1.656 -3.042 -4.192
H 1.345 -1.608 -3.246
H 0.145 -2.903 -3.419
H 1.083 -3.261 -1.203
H 0.881 -5.219 -2.763
H 1.979 -5.483 -1.392
H 2.623 -5.186 -3.006
H 3.318 -3.404 -0.985
C 5.534 2.018 3.791
C 4.104 1.631 4.052
C 3.648 0.370 3.316
O 3.966 1.427 5.463
H 5.620 2.625 2.886
H 6.203 1.162 3.695
H 5.917 2.651 4.594
H 3.431 2.449 3.761
H 3.577 0.502 2.233
H 2.663 0.127 3.712
H 4.377 -0.432 3.450
H 3.027 1.405 5.671
C -6.016 -0.528 -3.413
C -5.363 -0.308 -2.045
C -4.454 0.903 -2.009
O -6.408 0.003 -1.105
H -5.276 -0.788 -4.175
H -6.440 0.424 -3.741
H -6.794 -1.288 -3.362
H -4.846 -1.209 -1.700
H -3.793 0.820 -1.141
H -5.009 1.825 -1.846
H -3.771 0.978 -2.856
H -7.058 -0.708 -1.119
C -2.529 4.619 -3.259
C -2.050 3.861 -2.048
O -0.915 4.471 -1.412
H -1.804 4.535 -4.074
H -2.713 5.682 -3.106
H -3.452 4.152 -3.613
H -1.768 2.854 -2.330
H -2.883 3.803 -1.334
H -1.148 5.378 -1.187
O -0.883 0.188 4.211
H -1.751 0.576 4.018
H -0.554 -0.053 3.336
```

Values from the calculation:
LUMO level (eV): 0.388
Orbital gap (eV): 10.22
SMILES string: CC(C)O.CC(C)O.CC(C)O.CC(C)O.CC(C)O.CC(C)O.CC(C)O.CC(C)O.CC(C)O.CCO.O
HOMO energy (Eh): -0.3613



Q.
Density functional theory data (the ωB97M-V functional and the def2-TZVPD basis) for 11 unconnected molecules or ions with the total composition C29H80O11.

XYZ file:
```
120
Properties=species:S:1:pos:R:3
C -5.834 22.176 -17.748
C -5.931 23.322 -18.768
C -5.048 24.510 -18.376
O -5.432 22.891 -20.043
H -6.675 21.507 -17.945
H -5.843 22.506 -16.713
H -4.911 21.631 -17.951
H -6.970 23.655 -18.839
H -4.071 24.159 -18.047
H -5.605 25.078 -17.634
H -4.850 25.173 -19.222
H -6.050 22.223 -20.365
C -9.550 24.807 -20.781
C -8.692 26.025 -20.517
C -7.266 25.871 -21.046
O -9.297 27.201 -21.068
H -9.745 24.695 -21.847
H -10.468 24.806 -20.193
H -9.004 23.915 -20.457
H -8.557 26.179 -19.440
H -7.230 25.733 -22.126
H -6.701 25.113 -20.506
H -6.735 26.806 -20.831
H -9.385 27.804 -20.315
C -8.122 32.756 -14.631
C -7.351 31.425 -14.855
C -6.407 31.543 -16.041
O -6.543 31.167 -13.703
H -7.463 33.602 -14.859
H -8.315 32.864 -13.563
H -9.047 32.863 -15.194
H -8.136 30.680 -14.974
H -5.863 30.630 -16.270
H -5.686 32.350 -15.861
H -6.943 31.925 -16.917
H -5.825 31.806 -13.769
C -0.397 24.232 -15.406
C -1.544 24.441 -16.357
C -2.733 25.135 -15.695
O -1.072 25.263 -17.438
H -0.766 23.569 -14.613
H -0.099 25.121 -14.843
H 0.494 23.774 -15.831
H -1.886 23.488 -16.774
H -2.774 26.211 -15.841
H -2.767 24.936 -14.616
H -3.674 24.672 -15.994
H -1.818 25.520 -17.991
C -1.509 29.673 -15.552
C -0.636 28.699 -16.315
C -0.957 28.553 -17.798
O 0.702 29.162 -16.148
H -1.252 29.729 -14.492
H -2.581 29.637 -15.740
H -1.224 30.698 -15.842
H -0.721 27.720 -15.825
H -1.951 28.183 -18.043
H -0.277 27.773 -18.161
H -0.665 29.460 -18.329
H 1.286 28.558 -16.620
C -11.909 30.706 -18.255
C -10.530 30.490 -18.835
C -9.436 30.554 -17.767
O -10.359 29.192 -19.428
H -12.646 30.737 -19.063
H -11.913 31.667 -17.743
H -12.217 29.901 -17.588
H -10.303 31.276 -19.562
H -8.465 30.319 -18.191
H -9.702 29.884 -16.945
H -9.417 31.546 -17.307
H -10.952 29.168 -20.193
C -6.800 29.862 -20.825
C -6.973 31.282 -21.369
C -6.054 32.253 -20.656
O -6.798 31.363 -22.768
H -6.965 29.823 -19.748
H -5.764 29.557 -21.025
H -7.451 29.116 -21.280
H -8.022 31.521 -21.164
H -6.184 33.281 -20.992
H -5.037 31.963 -20.959
H -6.088 32.175 -19.570
H -5.859 31.272 -22.965
C -7.923 25.397 -11.603
C -6.508 25.854 -11.397
O -5.694 25.481 -12.518
H -7.983 24.309 -11.503
H -8.281 25.652 -12.597
H -8.592 25.817 -10.852
H -6.080 25.523 -10.444
H -6.454 26.955 -11.377
H -4.850 25.951 -12.411
C -4.153 29.450 -12.576
C -3.005 28.498 -12.278
O -3.439 27.179 -12.579
H -5.055 29.078 -12.093
H -4.292 29.606 -13.646
H -4.013 30.464 -12.194
H -2.725 28.616 -11.225
H -2.119 28.750 -12.870
H -2.753 26.556 -12.312
C -6.458 27.927 -17.169
C -5.329 27.684 -16.163
O -5.794 26.791 -15.155
H -6.207 28.792 -17.787
H -7.373 28.167 -16.626
H -6.606 27.050 -17.796
H -5.043 28.651 -15.741
H -4.485 27.236 -16.697
H -5.180 26.890 -14.414
C -9.728 24.783 -16.576
C -8.706 25.031 -15.476
O -7.418 24.526 -15.817
H -9.648 23.771 -16.979
H -9.492 25.451 -17.410
H -10.743 24.890 -16.193
H -9.018 24.459 -14.588
H -8.744 26.073 -15.147
H -6.865 25.329 -15.745
```

Values from the calculation:
LUMO level (eV): 0.402
Orbital gap (eV): 10.01
SMILES string: CC(C)O.CC(C)O.CC(C)O.CC(C)O.CC(C)O.CC(C)O.CC(C)O.CCO.CCO.CCO.CCO
HOMO energy (Eh): -0.3532



Energies relative to the most stable structure, in kJ/mol: P 0.0; Q 98.0.



P.
Density functional theory data (the ωB97M-V functional and the def2-TZVPD basis) for a gas-phase ion, H4NO2P2 (charge -1).

XYZ file:
```
9
Properties=species:S:1:pos:R:3
N 0.792 0.151 -1.122
P 0.437 -0.267 0.537
O 1.545 0.073 1.418
O -0.124 -2.011 0.517
P -1.436 1.082 0.569
H 1.059 -0.636 -1.707
H 1.524 0.827 -1.356
H -2.084 0.378 1.720
H -1.713 0.402 -0.575
```

Values from the calculation:
Charge: -1
LUMO level (eV): 4.341
Orbital gap (eV): 8.32
SMILES string: N[P@](=O)([O-])P
HOMO energy (Eh): -0.1463



Q.
Density functional theory data (the ωB97M-V functional and the def2-TZVPD basis) for 2 unconnected molecules or ions with the total composition H4NO2P2.

XYZ file:
```
9
Properties=species:S:1:pos:R:3
N 0.322 1.417 -0.434
O 1.673 -0.977 0.786
O -0.314 -0.756 -1.761
P -2.049 -0.217 0.823
P -0.279 -0.133 -0.430
H 0.525 1.460 0.509
H 1.200 1.540 -0.966
H 1.385 -1.193 1.682
H -2.463 -1.140 -0.209
```

Values from the calculation:
Charge: -1
LUMO level (eV): 4.174
Orbital gap (eV): 7.58
HOMO energy (Eh): -0.1252



Energies relative to the most stable structure, in kJ/mol: P 0.0; Q 61.6.